# 1
29
Properties=species:S:1:pos:R:3 method="wB97M-V/def2-TZVPD" e_lumo_ev=4.79 total_charge=-2 energy_ev=-33499.9110 homo_energy_ev=-0.019 relative_energy_kj_mol=129.71
C -1.7699 0.7056 -0.8834
C -1.1513 -0.0347 1.2860
O 2.2425 -0.0537 1.6123
Cl 3.0207 -0.8107 2.5574
O -0.7088 0.6462 0.1122
H -1.8267 1.7647 -1.1345
C 1.4154 2.7395 -1.8557
H -3.3703 -0.5501 1.6317
H -2.3569 -1.5577 0.6054
H -0.1047 -2.1348 -0.7732
H -0.4637 -0.8334 1.5646
H 1.2012 3.5051 -1.1100
O 2.3502 1.8846 -1.3394
O 1.8404 -1.5815 -1.3475
O 4.3358 -0.2445 2.7247
H -1.4388 0.1070 -1.7320
C -2.5491 -0.5305 0.9152
C -3.0009 0.3340 -0.1797
H 1.6852 3.4576 -2.6301
H 0.7738 -3.4805 -1.4065
Li 1.2378 0.1908 -0.4038
O 2.3631 -0.8269 3.8429
H 0.1788 -2.1478 -2.4040
C 0.6890 -2.3959 -1.4733
H -3.1859 1.2724 0.3429
H -3.8985 -0.0358 -0.6753
H 0.4994 2.2439 -2.1774
H -1.2388 0.5541 2.1990
O 3.2308 -2.1868 2.1315

# 2
26
Properties=species:S:1:pos:R:3 method="wB97M-V/def2-TZVPD" e_lumo_ev=-9.77 total_charge=+1 energy_ev=-74452.7448 homo_energy_ev=-11.506 relative_energy_kj_mol=645.26
H -1.7288 -19.8652 15.0952
H 0.5113 -20.0650 14.0067
Cl 5.2969 -16.0439 16.0418
H 6.4578 -16.3334 11.4695
H 9.5631 -19.6972 12.3186
C -0.0832 -18.8127 15.5901
H 6.6284 -16.7417 9.8704
H 0.1773 -18.2724 13.5037
H -2.1979 -18.6642 17.4911
H 10.5505 -18.2177 12.7514
Zn 2.3678 -14.9575 17.5524
C 7.2462 -16.5042 10.7365
H -1.1687 -20.0949 17.8636
N 8.3925 -17.9541 12.3478
H 7.6911 -17.7781 13.0529
H 1.5930 -18.7703 14.3280
O 0.4190 -18.1028 16.4175
H 7.6090 -15.5148 10.4580
C 0.5314 -18.9993 14.2347
C 9.5950 -18.7359 12.8315
H 9.3669 -19.0236 13.8578
N -1.1834 -19.5100 15.8675
C -1.8640 -19.6456 17.1544
O 9.4070 -17.4641 10.3720
H -2.7098 -20.3041 16.9568
C 8.4403 -17.3748 11.1367

# 3
24
Properties=species:S:1:pos:R:3 method="wB97M-V/def2-TZVPD" e_lumo_ev=-0.68 energy_ev=-31238.5361 homo_energy_ev=-8.895 relative_energy_kj_mol=151.96
H -0.3320 1.8423 0.6448
P 1.4580 0.9560 -1.5454
H -2.2329 -0.2166 1.8406
H 2.7099 0.1512 0.0657
C -0.5449 -0.4168 0.4738
H -0.8646 -1.3179 -1.5563
Cl 1.0597 -1.5572 -2.8131
H -1.0533 -2.2328 -0.1539
C -1.2172 -1.2559 -0.5358
N -0.0714 1.4654 -1.3282
H -2.3648 -1.1154 -0.5439
C 2.5110 2.1791 -2.0046
H -1.1040 -1.7722 2.1208
H -0.7275 1.2494 -2.1356
H -0.6318 -0.2478 2.7028
H 3.4951 1.7863 -2.1127
H 1.0564 -1.6959 0.1019
C -1.1574 -0.6603 1.8736
H 1.3573 -0.6831 1.5471
C -0.7708 1.0564 -0.0173
H 2.2388 2.5983 -2.9022
H -1.8087 1.0928 -0.3386
N 1.7494 0.4112 -0.0557
C 0.9717 -0.6571 0.5599